The following is a quantum chemistry calculation of an isolated molecule of C3H4N2O, from the Open Molecules 2025 dataset.

Geometry as XYZ:
```
10
Properties=species:S:1:pos:R:3:forces:R:3
N 2.0559 0.8015 -1.2451 -0.436 -0.803 0.650
H -0.5048 1.1196 -1.0908 -0.041 0.080 0.195
C -0.7648 -0.1659 0.5116 -0.125 0.023 0.051
C 1.4954 0.0634 -0.5527 0.376 0.639 -0.567
N -1.0969 0.8482 -0.3213 -0.094 -0.022 0.022
O -1.4807 -0.6025 1.3887 0.247 0.146 -0.245
H -1.9651 1.3384 -0.1696 0.058 -0.193 -0.056
H 1.0779 -0.8706 1.2967 0.011 0.023 -0.140
C 0.6403 -0.7629 0.3013 0.027 -0.056 0.058
H 0.5426 -1.7692 -0.1189 -0.024 0.163 0.032
```
Positions in Å, forces in eV/Å.

Results
ΔE to the lowest compared entry with this formula, charge and spin (kcal per mole): 3.9
Total charge: 0
HOMO level (eV): -10.511
Largest force on an atom (eV Å⁻¹): 1.12
Gap between HOMO and LUMO (eV): 11.22

Charges computed using Löwdin, reported in e: number 1, N, carries 0.15; number 2, H, carries 0.09; number 3, C, carries -0.54; number 4, C, carries -0.23; number 5, N, carries 0.17; number 6, O, carries 0.06; number 7, H, carries 0.12; number 8, H, carries 0.13; number 9, C, carries -0.08; number 10, H, carries 0.13